{
  "formula": "C20H11BCl60F4NO",
  "method": "the ωB97M-V functional and the def2-TZVPD basis",
  "homo_energy_ev": -12.152,
  "gap_ha": 0.3385,
  "charge": 1,
  "symbols": ["C", "C", "B", "O", "N", "F", "C", "C", "C", "F", "F", "F", "H", "H", "H", "H", "H", "H", "H", "H", "H", "H", "H", "C", "Cl", "Cl", "Cl", "Cl", "C", "Cl", "Cl", "Cl", "Cl", "C", "Cl", "Cl", "Cl", "Cl", "C", "Cl", "Cl", "Cl", "Cl", "C", "Cl", "Cl", "Cl", "Cl", "C", "Cl", "Cl", "Cl", "Cl", "C", "Cl", "Cl", "Cl", "Cl", "C", "Cl", "Cl", "Cl", "Cl", "C", "Cl", "Cl", "Cl", "Cl", "C", "Cl", "Cl", "Cl", "Cl", "C", "Cl", "Cl", "Cl", "Cl", "C", "Cl", "Cl", "Cl", "Cl", "C", "Cl", "Cl", "Cl", "Cl", "C", "Cl", "Cl", "Cl", "Cl", "C", "Cl", "Cl", "Cl", "Cl"],
  "coordinates": [[-2.17, 1.78, 0.20], [-1.46, 3.07, 0.71], [0.01, 2.75, 1.03], [0.49, 1.95, 1.98], [1.15, 3.43, 0.12], [2.36, 3.39, 0.79], [1.38, 2.80, -1.22], [0.22, 2.97, -2.21], [0.64, 3.69, -3.47], [1.90, 3.41, -3.84], [0.56, 5.02, -3.31], [-0.16, 3.36, -4.48], [-2.75, 2.02, -0.70], [-1.47, 0.99, -0.06], [-2.86, 1.40, 0.94], [-1.91, 3.41, 1.65], [-1.61, 3.89, 0.00], [0.24, 2.13, 2.90], [0.93, 4.44, 0.08], [2.34, 3.16, -1.59], [1.53, 1.74, -1.01], [-0.17, 2.00, -2.48], [-0.58, 3.58, -1.78], [0.82, -1.70, 1.06], [-0.91, -1.76, 0.74], [1.55, -3.24, 0.65], [1.56, -0.40, 0.08], [1.08, -1.29, 2.74], [-0.56, 1.74, -7.80], [-1.31, 0.91, -6.43], [-1.63, 3.03, -8.36], [0.98, 2.45, -7.29], [-0.28, 0.59, -9.10], [-3.13, 6.53, -3.14], [-2.91, 6.91, -1.43], [-4.85, 6.51, -3.52], [-2.32, 7.75, -4.12], [-2.43, 4.94, -3.49], [-0.86, -5.08, 3.71], [-1.64, -5.76, 5.14], [-2.00, -3.97, 2.91], [0.58, -4.17, 4.16], [-0.41, -6.37, 2.60], [-0.27, 0.75, 6.01], [1.35, 1.44, 5.90], [-0.20, -0.97, 5.61], [-0.92, 0.97, 7.61], [-1.33, 1.57, 4.83], [-0.30, -9.84, -0.12], [-1.76, -10.38, 0.72], [-0.75, -8.87, -1.53], [0.66, -8.85, 0.99], [0.64, -11.23, -0.64], [-0.08, 7.56, 2.10], [0.15, 7.81, 3.82], [-1.79, 7.45, 1.72], [0.69, 8.83, 1.19], [0.68, 5.97, 1.65], [-4.72, -11.64, 3.15], [-6.19, -12.31, 3.86], [-3.97, -10.52, 4.29], [-3.59, -12.94, 2.78], [-5.12, -10.77, 1.66], [1.25, -14.24, -3.08], [2.30, -12.85, -3.34], [-0.42, -13.67, -2.99], [1.42, -15.39, -4.40], [1.68, -15.02, -1.55], [2.57, 8.58, -2.72], [3.20, 9.20, -4.23], [3.32, 7.01, -2.36], [2.93, 9.69, -1.40], [0.81, 8.40, -2.85], [2.74, 12.72, 2.25], [3.77, 14.05, 1.76], [1.12, 13.30, 2.60], [2.66, 11.52, 0.94], [3.41, 11.94, 3.69], [2.57, -8.17, 5.88], [3.92, -7.05, 5.68], [1.05, -7.27, 5.87], [2.56, -9.31, 4.53], [2.74, -9.05, 7.39], [0.63, 11.10, -7.15], [-0.61, 10.34, -6.14], [1.55, 12.25, -6.18], [1.72, 9.85, -7.78], [-0.15, 11.93, -8.49], [-3.86, -2.59, 7.54], [-4.62, -3.50, 6.23], [-3.51, -0.95, 6.99], [-4.95, -2.53, 8.93], [-2.35, -3.38, 8.00], [3.52, -8.83, -4.57], [2.63, -7.80, -5.71], [4.20, -10.21, -5.43], [4.82, -7.90, -3.83], [2.41, -9.40, -3.32]]
}



{
  "formula": "C20H11BrCl5N2O3Pd",
  "method": "the ωB97M-V functional and the def2-TZVPD basis",
  "homo_energy_ev": -2.895,
  "gap_ha": 0.1839,
  "charge": -1,
  "symbols": ["Pd", "Cl", "C", "C", "Cl", "C", "Cl", "C", "O", "C", "Cl", "C", "Cl", "C", "O", "C", "C", "C", "Br", "C", "C", "C", "O", "C", "N", "C", "C", "C", "C", "C", "C", "N", "H", "H", "H", "H", "H", "H", "H", "H", "H", "H", "H"],
  "coordinates": [[0.00, -3.18, -0.99], [5.36, -2.53, 3.78], [3.81, -2.79, 3.08], [3.70, -3.00, 1.70], [5.13, -2.92, 0.69], [2.48, -3.29, 1.14], [2.36, -3.53, -0.57], [1.28, -3.32, 1.88], [0.14, -3.56, 1.38], [1.42, -3.06, 3.28], [0.00, -3.05, 4.25], [2.65, -2.81, 3.84], [2.75, -2.45, 5.52], [-3.06, -3.54, -1.00], [-2.35, -2.50, -1.70], [-2.66, -1.23, -1.34], [-3.95, -0.86, -1.01], [-4.22, 0.47, -0.69], [-6.04, 0.90, -0.34], [-3.23, 1.43, -0.64], [-1.92, 1.05, -0.96], [-1.65, -0.27, -1.38], [-0.45, -0.66, -1.86], [-0.81, 2.00, -0.91], [0.45, 1.67, -0.98], [1.15, 2.85, -0.95], [2.51, 3.08, -1.03], [2.95, 4.40, -0.98], [2.06, 5.48, -0.87], [0.69, 5.26, -0.80], [0.26, 3.93, -0.85], [-1.00, 3.36, -0.83], [-4.13, -3.55, -1.22], [-2.87, -3.43, 0.07], [-2.60, -4.48, -1.36], [-4.76, -1.59, -0.99], [-3.47, 2.43, -0.31], [0.21, 0.00, -1.59], [3.21, 2.27, -1.08], [4.02, 4.59, -1.02], [2.42, 6.49, -0.82], [-0.01, 6.08, -0.72], [-1.85, 3.87, -0.83]]
}



{
  "formula": "C20H13BrCdN4O6",
  "method": "the ωB97M-V functional and the def2-TZVPD basis",
  "homo_energy_ev": -2.742,
  "gap_ha": 0.2703,
  "charge": -2,
  "symbols": ["Cd", "O", "C", "O", "C", "C", "C", "C", "C", "N", "C", "O", "O", "H", "H", "H", "O", "C", "C", "C", "C", "C", "C", "C", "O", "N", "N", "C", "C", "C", "C", "C", "C", "N", "H", "H", "H", "H", "H", "H", "H", "H", "H", "H", "Br"],
  "coordinates": [[-1.18, -1.43, -0.87], [-2.94, -3.10, 2.75], [-2.48, -2.49, 1.78], [-1.85, -2.95, 0.79], [-2.68, -0.96, 1.80], [-3.06, -0.28, 2.94], [-3.14, 1.10, 2.88], [-2.85, 1.77, 1.70], [-2.48, 1.01, 0.60], [-2.43, -0.31, 0.67], [-2.06, 1.65, -0.74], [-2.33, 2.86, -0.86], [-1.46, 0.89, -1.54], [-3.27, -0.85, 3.84], [-3.41, 1.67, 3.77], [-2.88, 2.84, 1.60], [2.90, 2.75, -0.63], [2.31, 3.04, 0.53], [2.62, 4.27, 1.13], [2.07, 4.62, 2.34], [1.19, 3.76, 3.00], [0.88, 2.55, 2.41], [1.42, 2.16, 1.18], [0.99, 0.83, 0.61], [0.23, 0.11, 1.25], [1.57, 0.55, -0.58], [1.15, -0.62, -1.09], [1.74, -1.05, -2.13], [1.43, -2.40, -2.63], [2.08, -2.92, -3.75], [1.82, -4.22, -4.13], [0.91, -4.97, -3.41], [0.28, -4.37, -2.33], [0.54, -3.12, -1.95], [2.54, 1.83, -0.89], [3.30, 4.94, 0.60], [2.31, 5.59, 2.78], [0.75, 4.04, 3.95], [0.19, 1.85, 2.86], [2.52, -0.47, -2.61], [2.78, -2.30, -4.30], [2.31, -4.65, -5.00], [0.67, -5.99, -3.68], [-0.47, -4.89, -1.75], [-2.54, -2.34, -2.90]]
}



{
  "formula": "C20H13F3N7O6RuS2",
  "method": "the ωB97M-V functional and the def2-TZVPD basis",
  "multiplicity": 2,
  "de_lowest_kj_mol": 325.1,
  "homo_energy_ev": [-5.938, -5.871],
  "gap_ha": [0.1657, 0.1535],
  "symbols": ["Ru", "N", "C", "S", "N", "N", "C", "C", "C", "C", "C", "C", "N", "H", "H", "H", "H", "H", "H", "H", "F", "C", "F", "F", "C", "C", "C", "C", "N", "C", "S", "H", "H", "H", "O", "C", "O", "C", "C", "C", "C", "C", "C", "N", "O", "O", "N", "O", "O", "H", "H", "H"],
  "coordinates": [[-0.18, 0.64, -0.10], [1.55, -3.16, 2.42], [1.51, -2.06, 1.65], [-1.63, -1.06, 0.67], [1.51, -2.13, 0.37], [1.29, -0.92, -0.33], [2.16, -0.71, -1.22], [1.97, 0.47, -2.05], [3.00, 0.99, -2.81], [2.81, 2.20, -3.46], [1.58, 2.81, -3.35], [0.59, 2.21, -2.60], [0.76, 1.05, -1.95], [1.83, -3.07, 3.39], [1.60, -4.05, 1.97], [3.02, -1.36, -1.35], [3.95, 0.47, -2.85], [3.62, 2.66, -4.01], [1.38, 3.77, -3.82], [-0.38, 2.67, -2.50], [-5.06, 2.90, 2.62], [-3.81, 3.33, 2.35], [-3.00, 2.86, 3.31], [-3.83, 4.67, 2.45], [-3.37, 2.91, 0.97], [-3.77, 3.71, -0.09], [-3.41, 3.38, -1.39], [-2.61, 2.28, -1.56], [-2.22, 1.50, -0.55], [-2.62, 1.77, 0.68], [-2.09, 0.56, 1.89], [-4.36, 4.59, 0.11], [-3.74, 3.97, -2.23], [-2.27, 1.98, -2.55], [2.85, -1.23, 4.10], [2.43, -0.50, 3.26], [1.51, -0.87, 2.28], [2.81, 0.90, 2.96], [4.09, 1.34, 3.23], [4.50, 2.49, 2.57], [3.74, 3.15, 1.63], [2.44, 2.68, 1.40], [1.96, 1.62, 2.13], [1.69, 3.18, 0.35], [2.17, 4.07, -0.41], [0.49, 2.67, 0.10], [5.89, 2.99, 2.84], [6.55, 2.38, 3.64], [6.25, 3.98, 2.24], [4.76, 0.80, 3.88], [4.14, 3.99, 1.08], [0.94, 1.33, 2.02]]
}



{
  "formula": "C20H13N3O4S4Y",
  "method": "the ωB97M-V functional and the def2-TZVPD basis",
  "de_lowest_kj_mol": 0.0,
  "homo_energy_ev": -6.449,
  "gap_ha": 0.2875,
  "charge": -1,
  "symbols": ["Y", "S", "C", "S", "C", "C", "N", "C", "N", "C", "C", "O", "S", "C", "C", "C", "C", "C", "C", "C", "C", "H", "H", "H", "H", "H", "H", "H", "N", "C", "C", "C", "C", "C", "C", "S", "O", "O", "O", "H", "H", "H", "H", "H", "H"],
  "coordinates": [[1.55, -2.75, 0.72], [1.64, -5.36, 0.39], [3.30, -4.99, -0.09], [3.96, -3.36, -0.08], [4.11, -6.03, -0.47], [5.46, -5.81, -0.85], [6.56, -5.65, -1.17], [3.65, -7.37, -0.50], [3.31, -8.47, -0.53], [-5.41, 5.00, -4.19], [-4.50, 3.95, -3.59], [-4.87, 2.86, -3.25], [-2.82, 4.52, -3.46], [-2.02, 3.10, -2.77], [-2.09, 2.85, -1.41], [-1.43, 1.76, -0.87], [-0.68, 0.92, -1.70], [-0.62, 1.17, -3.07], [-1.28, 2.26, -3.60], [0.01, -0.19, -1.11], [0.61, -1.07, -0.52], [-6.39, 4.92, -3.73], [-5.50, 4.80, -5.26], [-5.01, 6.01, -4.06], [-2.65, 3.51, -0.76], [-1.48, 1.57, 0.19], [-0.04, 0.52, -3.71], [-1.23, 2.47, -4.66], [2.45, -2.66, 2.99], [1.74, -1.43, 3.17], [0.58, -1.39, 3.95], [-0.17, -0.23, 3.96], [0.20, 0.88, 3.19], [1.34, 0.82, 2.41], [2.11, -0.34, 2.38], [-0.83, 2.35, 3.20], [-0.86, 2.76, 4.59], [-0.14, 3.26, 2.30], [-2.10, 1.85, 2.69], [2.28, -3.36, 3.70], [3.46, -2.54, 2.89], [0.28, -2.24, 4.54], [-1.06, -0.16, 4.56], [1.60, 1.68, 1.81], [3.01, -0.38, 1.77]]
}



{
  "formula": "C20H13N5OS",
  "method": "the ωB97M-V functional and the def2-TZVPD basis",
  "de_lowest_kj_mol": 198.5,
  "homo_energy_ev": -7.762,
  "smiles": "c1ccc(-c2ccnc(Nc3ccc4nc(-c5cccs5)oc4c3)n2)nc1",
  "gap_ha": 0.2813,
  "symbols": ["C", "C", "C", "C", "C", "C", "C", "N", "C", "N", "C", "C", "C", "C", "N", "C", "C", "C", "C", "C", "S", "O", "C", "C", "N", "N", "C", "H", "H", "H", "H", "H", "H", "H", "H", "H", "H", "H", "H", "H"],
  "coordinates": [[-4.30, -5.05, 1.33], [-3.95, -3.80, 0.72], [-2.63, -3.35, 0.86], [-1.68, -4.32, 1.35], [-0.16, -3.93, 1.42], [0.82, -4.41, 2.26], [2.08, -3.83, 2.21], [2.32, -2.81, 1.48], [1.33, -2.22, 0.89], [1.92, -1.22, 0.18], [1.29, -0.07, -0.28], [-0.07, 0.25, 0.02], [-0.66, 1.46, -0.39], [0.16, 2.43, -0.97], [-0.11, 3.74, -1.37], [0.96, 4.08, -1.95], [1.22, 5.47, -2.36], [0.57, 6.62, -1.91], [1.14, 7.88, -2.20], [2.34, 7.71, -2.66], [2.74, 6.04, -3.04], [2.02, 3.13, -1.93], [1.42, 2.13, -1.25], [2.04, 0.93, -0.91], [0.13, -2.76, 0.73], [-2.04, -5.54, 1.91], [-3.33, -5.90, 1.90], [-5.45, -5.26, 1.39], [-4.75, -3.34, 0.18], [-2.17, -2.48, 0.46], [0.52, -5.10, 3.02], [2.85, -4.31, 2.83], [2.89, -1.31, 0.34], [-0.72, -0.40, 0.51], [-1.69, 1.65, -0.17], [-0.30, 6.54, -1.31], [0.71, 8.87, -2.01], [3.04, 8.48, -2.82], [3.09, 0.78, -1.01], [-3.58, -6.79, 2.59]]
}



{
  "formula": "C20H14Cl2F3IrN5O2S3",
  "method": "the ωB97M-V functional and the def2-TZVPD basis",
  "multiplicity": 6,
  "de_lowest_kj_mol": 0.0,
  "homo_energy_ev": [-6.679, -8.145],
  "gap_ha": [0.2230, 0.2014],
  "symbols": ["Ir", "S", "C", "S", "S", "Cl", "C", "C", "C", "Cl", "C", "O", "C", "C", "O", "C", "H", "H", "H", "F", "C", "F", "F", "C", "C", "N", "C", "C", "N", "C", "N", "N", "N", "C", "C", "C", "C", "C", "C", "H", "H", "H", "H", "H", "H", "H", "H", "H", "H", "H"],
  "coordinates": [[0.81, -0.12, 0.81], [-3.13, -0.63, -0.95], [-2.19, -0.97, 0.48], [-3.55, -0.56, 1.48], [-0.78, -1.91, 0.76], [5.58, -0.38, -4.75], [4.57, -0.58, -3.37], [5.04, -1.32, -2.29], [4.25, -1.50, -1.17], [4.84, -2.43, 0.15], [2.96, -0.93, -1.08], [2.25, -1.19, -0.02], [2.51, -0.16, -2.19], [1.23, 0.50, -2.23], [0.42, 0.62, -1.30], [3.32, -0.01, -3.33], [6.02, -1.76, -2.33], [0.96, 0.95, -3.19], [2.95, 0.57, -4.17], [3.14, 1.58, 0.29], [2.08, 1.50, 1.14], [2.64, 1.50, 2.38], [1.47, 2.72, 1.04], [-1.35, 2.59, 0.62], [-1.13, 1.94, 1.92], [-0.41, 0.84, 2.14], [-0.53, 0.52, 3.48], [-1.32, 1.44, 4.07], [-1.70, 2.32, 3.08], [-2.49, 3.52, 3.29], [-1.74, 4.69, 2.92], [-2.26, 5.54, 1.99], [-1.42, 6.45, 1.74], [-0.28, 6.24, 2.49], [0.93, 6.94, 2.54], [1.90, 6.44, 3.36], [1.70, 5.27, 4.12], [0.52, 4.57, 4.09], [-0.48, 5.08, 3.25], [-0.84, 2.03, -0.16], [-0.97, 3.61, 0.61], [-2.42, 2.60, 0.39], [-0.04, -0.35, 3.88], [-1.66, 1.55, 5.08], [-2.76, 3.54, 4.35], [-3.39, 3.52, 2.68], [1.08, 7.83, 1.94], [2.86, 6.94, 3.43], [2.50, 4.90, 4.74], [0.38, 3.66, 4.66]]
}



{
  "formula": "C20H14N3O6Pd",
  "method": "the ωB97M-V functional and the def2-TZVPD basis",
  "multiplicity": 3,
  "homo_energy_ev": [-12.000, -11.990],
  "gap_ha": [0.2856, 0.2191],
  "charge": 1,
  "symbols": ["Pd", "O", "C", "O", "C", "C", "C", "C", "C", "N", "C", "O", "O", "H", "H", "H", "H", "O", "C", "O", "C", "C", "C", "C", "C", "C", "N", "C", "C", "C", "C", "C", "C", "N", "H", "H", "H", "H", "H", "H", "H", "H", "H", "H"],
  "coordinates": [[-0.18, 0.37, 0.00], [-1.58, 4.83, 0.00], [-1.45, 3.53, 0.00], [-0.37, 2.94, 0.00], [-2.71, 2.77, 0.00], [-3.99, 3.33, 0.00], [-5.08, 2.47, 0.00], [-4.86, 1.10, 0.00], [-3.54, 0.65, 0.00], [-2.50, 1.46, 0.00], [-3.14, -0.83, 0.00], [-3.98, -1.70, 0.00], [-1.88, -0.98, 0.00], [-0.74, 5.32, 0.00], [-4.10, 4.40, 0.00], [-6.08, 2.86, 0.00], [-5.66, 0.38, 0.00], [5.10, 6.12, 0.00], [5.66, 4.91, 0.00], [6.85, 4.78, 0.00], [4.74, 3.72, 0.00], [5.34, 2.46, 0.00], [4.60, 1.30, 0.00], [3.20, 1.36, 0.00], [2.60, 2.62, 0.00], [3.35, 3.78, 0.00], [2.32, 0.27, 0.00], [2.79, -0.92, 0.00], [1.95, -2.09, 0.00], [2.53, -3.36, 0.00], [1.72, -4.48, 0.00], [0.35, -4.29, 0.00], [-0.15, -2.99, 0.00], [0.63, -1.92, 0.00], [4.13, 6.12, 0.00], [6.42, 2.42, 0.00], [5.13, 0.36, 0.00], [1.53, 2.65, 0.00], [2.81, 4.73, 0.00], [3.86, -1.12, 0.00], [3.61, -3.46, 0.00], [2.15, -5.47, 0.00], [-0.33, -5.13, 0.00], [-1.22, -2.82, 0.00]]
}



{
  "formula": "C20H14N3O7Pt",
  "method": "the ωB97M-V functional and the def2-TZVPD basis",
  "de_lowest_kj_mol": 55.1,
  "homo_energy_ev": -10.330,
  "gap_ha": 0.1839,
  "charge": 1,
  "symbols": ["Pt", "O", "C", "O", "C", "C", "C", "C", "C", "N", "C", "O", "O", "H", "H", "H", "H", "H", "N", "C", "C", "C", "C", "N", "C", "C", "H", "H", "H", "H", "O", "C", "C", "C", "C", "C", "C", "C", "O", "O", "H", "H", "H", "H", "H"],
  "coordinates": [[0.00, 0.42, -0.36], [4.56, -0.52, 0.88], [3.25, -0.39, 0.75], [2.48, -1.30, 0.65], [2.82, 1.05, 0.85], [3.74, 1.99, 1.29], [3.34, 3.29, 1.54], [2.00, 3.57, 1.45], [1.11, 2.60, 1.03], [1.53, 1.36, 0.61], [-0.34, 2.74, 1.07], [-0.95, 3.78, 1.57], [-1.06, 1.84, 0.66], [4.81, -1.46, 0.91], [4.76, 1.68, 1.47], [4.06, 4.04, 1.85], [1.64, 4.56, 1.72], [-0.35, 4.41, 2.01], [2.56, -3.95, -5.62], [2.20, -3.28, -4.76], [1.75, -2.43, -3.70], [0.97, -2.94, -2.67], [0.56, -2.09, -1.67], [0.89, -0.79, -1.65], [1.63, -0.30, -2.65], [2.09, -1.08, -3.69], [0.68, -3.98, -2.65], [-0.04, -2.44, -0.84], [1.86, 0.76, -2.61], [2.68, -0.65, -4.48], [-5.47, 0.47, 0.23], [-4.60, -0.22, 0.95], [-5.00, -0.67, 2.21], [-4.15, -1.41, 3.00], [-2.86, -1.70, 2.57], [-2.44, -1.25, 1.33], [-3.29, -0.51, 0.50], [-2.87, -0.05, -0.88], [-3.70, 0.44, -1.63], [-1.64, -0.27, -1.28], [-5.06, 0.65, -0.64], [-6.01, -0.43, 2.53], [-4.49, -1.77, 3.97], [-2.19, -2.28, 3.19], [-1.44, -1.50, 1.00]]
}